No. 1
C24H26FN9O3 | wB97M-V/def2-TZVPD

Output
HOMO level: -0.310 Ha
LUMO energy: -0.058 eV
Multiplicity: 1
Frontier orbital gap: 8.3658 eV
SMILES string: CCN(CC)Cc1c(C(=O)N/N=C/c2cccc(OCc3ccc(F)cc3)c2)nnn1-c1nonc1N

Last column: natural (NBO) charge in e.
Cartesian coordinates (Å):
H (0.998, -0.551, -0.010)  0.3915
N (0.790, 0.379, 0.367)  -0.4377
C (-7.429, -0.954, 0.313)  -0.0775
H (2.886, 4.466, -1.984)  0.2124
H (-4.717, 2.874, 1.661)  0.2164
C (4.420, 1.047, 0.411)  0.2267
N (-0.474, 0.755, 0.587)  -0.1964
H (5.727, 2.242, 1.551)  0.2395
C (-5.471, 1.003, 0.971)  -0.3209
O (8.638, 0.272, 0.101)  -0.1210
H (-9.894, -1.047, -0.810)  0.2140
H (7.042, 4.273, -0.998)  0.1949
H (4.116, 2.954, 1.236)  0.2330
H (2.834, 3.888, -0.323)  0.2303
N (7.431, 0.745, 0.406)  -0.0781
C (6.564, -0.072, -0.121)  0.2226
N (3.208, -0.721, -0.183)  -0.2147
O (1.767, 2.318, 1.087)  -0.5803
C (-10.232, -3.146, -0.985)  -0.2780
C (6.626, 3.930, -0.048)  -0.2057
C (3.481, 4.309, -1.087)  -0.6463
H (5.618, 5.832, 0.293)  0.2014
C (4.639, 3.363, -1.423)  -0.2064
H (-7.735, -0.093, -0.298)  0.1835
H (-8.041, -5.560, -0.068)  0.2302
C (-4.456, 1.904, 1.266)  -0.1832
N (8.567, -0.871, -0.624)  -0.1663
N (5.558, 3.004, -0.360)  -0.4561
H (5.776, -2.313, -1.366)  0.4311
H (7.370, -2.887, -1.785)  0.4059
H (-3.589, -1.562, -0.144)  0.2172
C (-3.816, -0.585, 0.254)  -0.2522
C (-9.690, -4.400, -0.769)  0.3995
O (-6.054, -1.219, 0.137)  -0.5128
C (6.275, 5.144, 0.818)  -0.6311
N (4.426, -1.025, -0.382)  -0.0748
N (5.195, 0.021, -0.029)  -0.1809
C (-1.422, -0.050, 0.325)  0.0501
C (-5.152, -0.251, 0.461)  0.3814
H (7.188, 5.676, 1.075)  0.2133
C (-9.486, -2.033, -0.642)  -0.1857
H (5.788, 4.834, 1.739)  0.2026
H (-6.718, -3.547, 0.551)  0.2270
N (6.763, -2.143, -1.494)  -0.8083
C (-8.221, -2.172, -0.085)  -0.0688
H (4.211, 2.428, -1.809)  0.1816
C (1.850, 1.197, 0.635)  0.6505
H (-1.230, -1.053, -0.079)  0.1558
H (5.241, 3.799, -2.224)  0.1981
C (7.293, -1.132, -0.792)  0.3004
H (-7.636, -0.718, 1.370)  0.1856
H (-11.215, -3.052, -1.417)  0.2306
F (-10.411, -5.490, -1.105)  -0.3247
C (3.130, 0.544, 0.303)  -0.0596
H (-6.496, 1.292, 1.142)  0.2193
C (4.945, 2.379, 0.800)  -0.2881
C (-8.432, -4.567, -0.220)  -0.2782
H (7.400, 3.347, 0.462)  0.2033
C (-2.803, 0.319, 0.550)  -0.0769
C (-3.133, 1.578, 1.062)  -0.2038
H (3.844, 5.274, -0.745)  0.1999
H (-2.339, 2.270, 1.288)  0.2373
C (-7.703, -3.444, 0.125)  -0.1721

No. 2
C8H13Cl2InN3O3Yb | wB97M-V/def2-TZVPD

Output
Expectation value of S²: 0.751
HOMO level (alpha / beta): -0.768 / -0.768 Ha
LUMO energy (alpha / beta): -16.290 / -18.034 eV
Multiplicity: 2
Frontier orbital gap (alpha / beta): 4.6169 / 2.8724 eV
Total charge: +4
Energy above the lowest of the compared OMol25 structures with the same formula, charge and spin: 0.0 kJ/mol

Last column: natural (NBO) charge in e.
Cartesian coordinates (Å):
Yb (-0.124, -0.811, -4.825)  2.0145
H (-0.502, -0.872, 3.442)  0.2446
H (3.182, 0.378, 2.752)  0.2857
C (0.168, 0.564, 1.431)  0.6534
O (0.508, -2.556, -8.057)  -0.1972
Cl (1.596, -1.107, -3.055)  -0.3904
H (-2.153, 1.531, 0.388)  0.2413
In (-0.462, -0.045, -1.595)  1.4737
C (-1.414, -0.501, 2.974)  -0.4324
O (0.008, 0.614, -8.209)  -0.1847
H (2.679, -0.064, 1.081)  0.1955
H (-2.372, -0.288, 0.237)  0.1527
C (0.940, 1.119, 3.717)  -0.4399
H (-3.151, 0.614, 1.536)  0.3109
H (-1.973, 0.043, 3.748)  0.2604
C (2.551, 0.650, 1.902)  -0.4405
N (-1.109, 0.358, 1.835)  -0.3882
H (2.846, 1.647, 1.549)  0.2338
C (-0.795, -2.212, -1.045)  0.4820
N (1.167, 0.639, 2.353)  -0.3256
Cl (-1.965, 0.551, -3.580)  -0.3404
C (-0.058, 0.235, -7.118)  0.3655
C (0.259, -2.173, -6.987)  0.3842
H (1.031, 0.306, 4.455)  0.2531
O (-0.232, -3.019, -0.428)  -0.2207
H (-0.023, 1.632, 3.828)  0.2448
H (1.463, 0.932, 0.013)  0.4442
N (0.468, 0.759, 0.150)  -0.9413
H (1.703, 1.869, 3.949)  0.2612
C (-2.239, 0.575, 0.925)  -0.4250
H (-1.999, -1.369, 2.635)  0.2248

No. 3
C9H17N3O4 | wB97M-V/def2-TZVPD

Output
HOMO level: -0.351 Ha
LUMO energy: 0.401 eV
Multiplicity: 1
Frontier orbital gap: 9.9557 eV
SMILES string: CC(C)[C@H](NC(=O)[C@@H](N)CC(N)=O)C(=O)O
Energy above the lowest of the compared OMol25 structures with the same formula, charge and spin: 140.4 kJ/mol

Last column: natural (NBO) charge in e.
Cartesian coordinates (Å):
N (-2.513, -0.991, 0.200)  -0.8479
N (-0.992, 2.976, -0.440)  -0.8196
H (2.413, 0.192, 1.268)  0.2523
C (-2.222, -0.616, -1.074)  0.6653
H (0.139, -2.942, 0.939)  0.2196
O (-1.527, 0.817, 2.222)  -0.6509
C (-1.478, 1.581, -0.016)  -0.1443
H (-2.761, -0.266, 0.922)  0.4169
H (0.599, 0.713, 2.472)  0.4190
C (1.244, -1.151, 0.093)  -0.2246
N (0.491, 0.844, 1.487)  -0.5876
H (-0.383, -1.350, 1.418)  0.2253
H (-0.659, 0.398, -1.776)  0.2502
O (2.072, 2.286, -0.464)  -0.5732
H (2.964, -2.358, 0.451)  0.2029
H (0.496, -1.082, -0.729)  0.2157
H (0.044, 2.904, -0.528)  0.3688
H (1.769, -2.871, -0.685)  0.2287
H (1.944, 1.396, -2.385)  0.5011
C (2.356, -2.022, -0.367)  -0.6089
H (-2.103, 1.308, -2.085)  0.2632
H (-1.097, 3.705, 0.301)  0.3691
O (-2.357, -1.428, -1.985)  -0.6263
H (-2.541, 1.671, 0.259)  0.2239
O (1.689, 0.632, -1.869)  -0.6917
C (-0.801, 0.943, 1.223)  0.6568
H (1.068, -2.069, 2.125)  0.1953
C (-1.590, 0.718, -1.326)  -0.5218
C (1.838, 1.117, -0.555)  0.7831
C (1.541, 0.269, 0.578)  -0.1708
H (2.964, -1.531, -1.162)  0.2164
H (-3.098, -1.837, 0.266)  0.4078
C (0.489, -1.956, 1.221)  -0.6136

No. 4
C25H31N3O3 | wB97M-V/def2-TZVPD

Output
HOMO level: -0.310 Ha
LUMO energy: 0.701 eV
Multiplicity: 1
Frontier orbital gap: 9.1460 eV
SMILES string: CC1CCN(C(=O)C[C@H]2C(=O)NCCN2Cc2cccc(Oc3ccccc3)c2)CC1
Energy above the lowest of the compared OMol25 structures with the same formula, charge and spin: 59.6 kJ/mol

Last column: natural (NBO) charge in e.
Cartesian coordinates (Å):
C (6.776, 0.223, -1.079)  -0.2572
C (0.336, 1.548, 1.904)  -0.2561
C (1.271, 0.627, 1.159)  -0.0362
C (3.418, 0.200, 0.138)  0.2829
H (7.099, -2.961, 1.058)  0.2147
C (-1.809, 2.874, -0.949)  0.6898
C (-4.787, -2.565, -0.919)  -0.2152
C (7.917, -0.552, -1.160)  -0.1913
O (4.666, 0.693, -0.147)  -0.4832
H (-4.923, -0.879, -2.273)  0.2134
H (-0.162, -0.949, 0.950)  0.2226
H (0.365, 5.319, -0.664)  0.2039
N (-1.278, 4.102, -1.018)  -0.6017
H (-2.524, -2.417, 1.704)  0.2483
H (8.926, -2.311, -0.470)  0.2140
H (5.071, -1.580, 1.225)  0.2219
C (-4.637, -1.076, -1.240)  -0.4060
H (-5.295, -0.497, -0.589)  0.1987
C (7.009, -2.070, 0.453)  -0.2076
O (-2.324, -0.345, 2.466)  -0.6578
C (5.740, -0.153, -0.229)  0.2850
C (0.830, -0.610, 0.700)  -0.2386
H (-0.730, 5.120, 0.727)  0.1938
O (-2.662, 2.509, -1.742)  -0.6490
C (2.573, 1.017, 0.880)  -0.2103
C (0.554, 3.429, 0.377)  -0.2270
H (8.716, -0.256, -1.823)  0.2150
H (-3.090, 0.433, -1.274)  0.2570
C (-1.322, 1.931, 0.151)  -0.1389
N (-2.789, -0.890, 0.338)  -0.4426
C (-2.858, -2.300, 0.671)  -0.2274
H (-4.316, -3.881, 0.736)  0.2104
H (-4.159, -3.135, -1.614)  0.1904
H (-0.897, 1.063, -0.388)  0.2148
C (5.864, -1.301, 0.547)  -0.2417
H (-2.596, 2.048, 1.877)  0.2494
C (8.035, -1.704, -0.401)  -0.2364
H (-1.656, 4.711, -1.731)  0.4088
C (-3.192, -0.621, -1.024)  -0.2311
C (-4.287, -2.815, 0.505)  -0.4044
H (-6.883, -2.476, -0.402)  0.2025
H (3.603, -1.642, -0.946)  0.2296
H (-2.182, -2.851, 0.007)  0.1835
H (1.311, -2.372, -0.412)  0.2134
H (6.669, 1.124, -1.662)  0.2243
H (-6.325, -4.083, -0.866)  0.2073
C (-2.572, 1.479, 0.947)  -0.5047
H (2.961, 1.957, 1.243)  0.2119
C (-2.563, 0.006, 1.320)  0.6925
H (1.080, 2.961, -0.474)  0.1800
N (-0.347, 2.521, 1.052)  -0.4409
C (1.666, -1.418, -0.051)  -0.1769
C (-6.233, -3.021, -1.082)  -0.5972
H (-3.472, 1.708, 0.377)  0.2451
H (1.295, 3.781, 1.095)  0.2102
C (-0.267, 4.609, -0.126)  -0.2149
H (-4.934, -2.296, 1.215)  0.2039
H (-2.531, -1.192, -1.688)  0.1860
H (-6.576, -2.846, -2.099)  0.2078
H (-0.425, 0.966, 2.424)  0.2462
C (2.956, -1.018, -0.348)  -0.2884
H (0.895, 2.124, 2.647)  0.2035

No. 5
C44H41N2PSb2Zn | wB97M-V/def2-TZVPD

Output
HOMO level: -0.485 Ha
LUMO energy: -5.365 eV
Multiplicity: 1
Frontier orbital gap: 7.8455 eV
Total charge: +2

Last column: Mulliken charge in e.
Cartesian coordinates (Å):
H (-2.464, -3.029, -0.627)  0.1548
H (1.824, 4.347, 0.537)  0.7695
H (-1.203, 4.024, 5.360)  0.4386
H (5.340, 0.966, -0.886)  0.5581
C (4.500, 0.427, -1.301)  -1.0327
H (3.249, 0.706, 0.408)  0.5477
H (2.747, -3.160, -0.618)  0.4309
H (-2.848, 7.495, -1.777)  0.3987
C (-1.706, 6.075, -2.905)  -0.6038
H (5.442, -0.044, -3.184)  0.4774
H (1.469, -2.293, -3.486)  0.4690
C (-0.800, 5.024, -2.849)  -0.6476
C (0.020, -5.137, -1.088)  -0.5477
H (-1.003, -5.105, -1.439)  0.4063
H (-2.727, -2.646, -5.548)  0.4477
N (1.262, -1.743, -2.663)  0.3303
H (2.302, -7.350, 0.076)  0.4236
H (-0.583, -2.273, -4.422)  0.3610
C (-0.965, 2.968, 5.334)  -0.6814
C (-1.213, -1.499, 1.751)  -0.3865
C (1.977, 3.299, 0.283)  -2.0265
C (2.129, -4.051, -0.644)  -0.3836
H (-3.423, 1.624, 0.947)  0.5481
C (-2.667, -2.734, -4.471)  -0.7828
C (-3.722, -3.167, -2.352)  -0.6516
C (-1.372, -2.644, -2.446)  0.2748
C (-1.452, -2.531, -3.831)  -0.4934
P (0.148, -2.365, -1.533)  0.9549
C (0.526, 1.186, 4.679)  -0.0231
H (-0.455, 4.574, -3.773)  0.3476
H (-0.079, -0.787, 5.314)  0.4248
H (1.291, 1.397, 1.005)  -0.7119
H (-0.618, 0.504, 2.242)  1.1403
H (3.701, -5.312, 0.080)  0.4655
C (2.668, -5.260, -0.239)  -0.8111
C (0.563, -6.344, -0.667)  -0.8187
H (-2.713, 2.386, 6.428)  0.4330
H (-2.019, 6.695, 0.408)  0.4223
H (-1.583, -3.610, 1.581)  0.4674
Zn (0.350, -0.395, -0.142)  0.7453
C (-1.681, 6.222, -0.505)  -0.8578
H (3.632, 1.992, 2.024)  0.6492
H (0.754, -4.229, 2.080)  0.5131
C (2.648, 2.129, 2.478)  -2.0757
C (-0.323, 0.271, 5.301)  -0.3084
C (-1.471, 1.820, 0.092)  0.3836
N (2.261, -0.377, -1.039)  1.0757
H (-1.127, 2.449, 0.903)  0.4793
C (-0.609, 1.542, -0.991)  -0.8271
C (-1.487, 0.699, 5.922)  -0.6612
C (1.052, -0.854, 2.440)  0.1182
H (-4.605, -3.417, -1.778)  0.4918
C (-2.780, 1.370, 0.113)  -1.1087
H (0.854, 3.279, 4.262)  0.3536
H (0.669, 2.733, 1.917)  -0.0151
H (-4.314, 0.315, -0.957)  0.4630
H (-0.420, 4.839, 0.520)  0.2486
C (-0.330, 4.565, -1.621)  0.2202
C (2.342, -0.974, -2.236)  -0.0472
H (2.408, -2.514, 2.641)  0.5539
C (-2.147, 6.672, -1.734)  -0.4612
H (3.496, -1.331, -4.014)  0.5346
C (3.343, 0.288, -0.581)  -1.1661
C (1.573, 2.369, 1.425)  2.4756
C (-2.515, -2.956, -1.708)  -0.3371
C (-1.143, 0.766, -2.045)  -0.2717
C (1.403, -2.206, 2.373)  -1.2476
C (0.200, 2.538, 4.708)  0.0602
C (-1.811, 2.049, 5.936)  -0.5434
H (-4.742, -3.214, -4.238)  0.4330
H (-2.853, -0.236, -2.870)  0.7106
C (-3.799, -3.053, -3.735)  -0.7472
C (4.554, -0.143, -2.574)  -0.6500
H (3.041, 3.183, 0.065)  0.4778
Sb (2.291, 0.416, 3.753)  0.6821
C (-0.777, 5.172, -0.449)  0.2880
C (3.475, -0.854, -3.043)  -1.0617
H (-0.045, -7.239, -0.684)  0.4714
C (-0.272, -0.511, 2.088)  -0.9492
Sb (1.005, 2.914, -1.622)  0.8909
H (-0.525, 0.557, -2.915)  0.5821
C (0.801, -3.986, -1.074)  1.0876
C (1.881, -6.406, -0.243)  -0.6621
H (-2.134, -0.019, 6.409)  0.4301
C (-3.279, 0.635, -0.957)  -0.7141
H (-2.233, -1.206, 1.530)  0.6384
H (-2.061, 6.430, -3.863)  0.4164
C (0.463, -3.186, 2.069)  -0.1843
C (-0.849, -2.838, 1.776)  -0.6959
C (-2.462, 0.327, -2.033)  -0.6110
H (2.754, 2.988, 3.145)  0.6389